The following is a DFT calculation (the ωB97M-V functional and the def2-TZVPD basis) of a 3-piece molecular cluster, C14H24BFNO8 overall.

Cartesian coordinates (Å):
1 C -6.55572 0.61007 -3.42236
2 C -5.22003 0.30513 -3.56147
3 B -4.51976 -0.61988 -2.43568
4 O -3.23931 -1.32099 -2.74969
5 C -3.07024 -2.18234 -1.68332
6 C -4.47585 -2.15341 -0.88097
7 C -4.73542 -3.49533 -0.28784
8 O -5.47310 -4.34851 -0.70543
9 N -3.96747 -3.75146 0.97346
10 C -4.75881 -3.33778 2.05971
11 O -5.07863 -2.23106 2.37552
12 F -5.19794 -4.37254 2.78503
13 O -5.34537 -1.72459 -1.86799
14 H -6.91237 1.60995 -3.20030
15 H -7.25152 -0.21457 -3.49581
16 H -4.66819 0.67566 -4.42600
17 H -4.30152 0.18854 -1.51330
18 H -2.98024 -3.23578 -1.96349
19 H -2.30942 -1.89393 -0.94873
20 H -4.51302 -1.40349 -0.08457
21 H -3.19427 -3.09026 0.93670
22 O -0.71252 -1.37100 -0.15945
23 C -0.06425 -0.38064 0.01902
24 O 0.74521 -0.30891 1.09913
25 C 1.69898 0.73332 1.28953
26 C 1.07853 1.93088 1.97934
27 C -0.21043 0.81756 -0.88379
28 H 2.18244 1.00003 0.34893
29 H 2.47418 0.31091 1.92896
30 H 0.29439 2.38069 1.37106
31 H 1.83522 2.69044 2.18292
32 H 0.62183 1.62889 2.92214
33 H -1.00274 1.45796 -0.49791
34 H -0.50115 0.46162 -1.86938
35 H 0.70664 1.39230 -1.00451
36 O 4.92400 2.69554 -1.06696
37 C 5.66023 2.33515 -0.19541
38 O 5.70903 1.03042 0.13523
39 C 6.69035 0.46511 1.00469
40 C 6.27129 0.55635 2.45718
41 C 6.46824 3.32472 0.61326
42 H 7.67086 0.90957 0.82786
43 H 6.76425 -0.58068 0.71171
44 H 6.18292 1.59227 2.78577
45 H 6.99711 0.05368 3.09689
46 H 5.29747 0.08787 2.59868
47 H 5.88038 3.65118 1.46992
48 H 6.67802 4.18350 -0.01856
49 H 7.42773 2.93785 0.95028

- HOMO-LUMO gap: 0.1788 hartree
- E_tot: -36170.4200 eV
- Max |F|: 2.228 eV/A
- Total charge: -1

=====

The following is a DFT calculation (the ωB97M-V functional and the def2-TZVPD basis) of C14H24Cl3N4O2PPb as an isolated structure.

Cartesian coordinates (Å):
1 Pb 11.75889 9.13118 6.38506
2 C 12.28002 8.37803 10.94724
3 P 11.12901 9.25386 9.81665
4 C 10.49365 10.64143 10.79545
5 C 9.77482 8.14214 9.42322
6 O 11.70948 9.85911 8.53351
7 H 11.69476 7.84397 11.77091
8 H 12.98510 9.14160 11.35485
9 H 12.76672 7.62880 10.34750
10 H 9.54733 10.45515 11.34349
11 H 10.33459 11.50743 10.12851
12 H 11.31485 11.00346 11.45139
13 H 9.93840 7.50114 8.52621
14 H 8.88894 8.72980 9.24942
15 H 9.62232 7.48284 10.32279
16 O 14.31279 9.17391 6.54352
17 C 15.24279 8.31716 6.72823
18 C 15.00816 7.03708 7.52662
19 C 15.93830 5.89211 7.21581
20 C 17.33081 6.00613 7.79392
21 C 18.08739 7.29136 7.44527
22 C 17.70959 8.01746 6.13611
23 N 16.39182 8.63494 6.10320
24 H 13.97604 6.85314 7.30416
25 H 15.09010 7.24286 8.55843
26 H 15.91291 5.64053 6.17148
27 H 15.35171 4.98063 7.45520
28 H 17.86476 5.09241 7.53017
29 H 17.22310 5.98580 8.93375
30 H 19.16761 7.13132 7.39999
31 H 17.91052 7.91606 8.34537
32 H 17.76688 7.31673 5.26351
33 H 18.47228 8.76444 5.95753
34 H 16.39248 9.63694 5.75550
35 Cl 6.20677 8.80092 4.44182
36 C 6.80501 9.62896 5.92574
37 Cl 6.52879 8.67410 7.44123
38 Cl 6.25553 11.27740 6.04484
39 C 8.23952 9.73352 5.85312
40 N 9.40208 9.77020 5.73060
41 N 12.27370 13.79595 5.82660
42 C 13.06778 13.32351 4.81522
43 C 13.02843 11.96963 4.87938
44 N 12.18650 11.59869 5.89811
45 C 11.69472 12.69062 6.43599
46 H 12.10701 14.78301 6.12113
47 H 13.62218 13.96827 4.09362
48 H 13.60691 11.25514 4.37680
49 H 10.87044 12.74953 7.12172

- HOMO-LUMO gap: 0.3247 hartree
- E_tot: -77054.1858 eV
- Max |F|: 3.843 eV/A
- Total charge: +2

=====

The following is a DFT calculation (the ωB97M-V functional and the def2-TZVPD basis) of a 4-piece molecular cluster, C14H24Cl7NO3 overall.

Cartesian coordinates (Å):
1 C -1.77661 -2.10974 1.89553
2 C -0.36842 -1.60616 1.28420
3 C -0.59416 -0.41371 0.24765
4 C -1.41067 -0.65738 -1.10423
5 C -1.09875 -1.92973 -2.01565
6 C -2.53216 -2.58303 -2.37346
7 O -2.81922 -3.77162 -2.11045
8 O -3.45131 -1.71143 -3.03228
9 C -1.19731 0.82350 -1.73972
10 O -0.77201 1.15256 -2.86055
11 N -1.60094 1.65551 -0.58870
12 C -1.33090 0.93336 0.71503
13 Cl -0.61547 1.92636 2.07885
14 H -2.52713 -2.17442 1.03394
15 H -2.09366 -1.33788 2.67855
16 H -1.59143 -3.14004 2.35961
17 H 0.23898 -2.44460 0.80431
18 H 0.20647 -1.15372 2.17102
19 H 0.46781 -0.08454 -0.04323
20 H -2.50263 -0.65410 -0.77676
21 H -0.59967 -1.65985 -3.02095
22 H -0.46251 -2.70607 -1.48301
23 H -3.83073 -2.18077 -3.80573
24 H -1.21365 2.60721 -0.54610
25 H -2.39404 0.59301 0.98528
26 Cl 0.95652 6.65692 1.56120
27 C -0.17997 6.75539 0.19330
28 C -0.69484 5.39209 -0.22148
29 Cl 0.57748 4.38932 -0.96342
30 H 0.32497 7.26140 -0.63085
31 H -1.01263 7.38221 0.51853
32 H -1.48339 5.50614 -0.96795
33 H -1.10698 4.84366 0.62791
34 Cl 2.29258 -2.18419 -2.04621
35 C 2.69289 -2.96746 -3.59551
36 C 2.37938 -2.08026 -4.78358
37 Cl 0.62696 -1.85145 -5.01597
38 H 2.15183 -3.91357 -3.64685
39 H 3.76191 -3.18779 -3.57041
40 H 2.76084 -2.53901 -5.69767
41 H 2.83818 -1.09571 -4.67992
42 Cl 3.20429 -2.25264 4.09069
43 C 3.12435 -0.83438 5.16551
44 C 1.70568 -0.52493 5.59790
45 Cl 0.70661 0.06671 4.24716
46 H 3.57894 0.01047 4.64594
47 H 3.73601 -1.06519 6.03994
48 H 1.71281 0.26158 6.35485
49 H 1.21575 -1.40205 6.02375

- HOMO-LUMO gap: 0.3737 hartree
- E_tot: -110196.3937 eV
- Max |F|: 4.343 eV/A

=====

The following is a DFT calculation (the ωB97M-V functional and the def2-TZVPD basis) of a 4-piece molecular cluster, C14H24F6N2O14PS3 overall.

Cartesian coordinates (Å):
1 C -6.38091 0.29539 0.49295
2 C -6.81530 -0.81503 -0.67627
3 C -5.43605 -1.40037 -1.35030
4 C -4.85820 -0.19645 -2.35418
5 N -3.55819 -0.59719 -3.01425
6 P -2.50460 0.78635 -3.39291
7 N -3.29303 2.16412 -4.18909
8 C -3.83007 3.19475 -3.22351
9 O -4.97978 3.13887 -2.54678
10 F -2.99178 4.44063 -3.05858
11 C -4.28190 1.76871 -5.25631
12 O -4.78718 2.77896 -6.01579
13 F -4.72618 0.40282 -5.60903
14 C -1.60024 1.26541 -1.75120
15 F -2.51664 1.79204 -0.70238
16 F -0.63683 2.34488 -2.08362
17 C -0.77160 0.01809 -1.06792
18 F 0.48257 0.51426 -0.41205
19 F -1.61000 -0.73794 -0.07033
20 H -5.19340 0.39469 0.48832
21 H -6.77412 1.37812 0.19159
22 H -6.71990 -0.02081 1.57244
23 H -7.46353 -1.67880 -0.19445
24 H -7.39984 -0.21893 -1.51197
25 H -5.54859 -2.43327 -1.88836
26 H -4.61727 -1.48197 -0.48675
27 H -4.63445 0.71243 -1.65098
28 H -5.67147 0.04715 -3.19076
29 H -3.06329 -1.20495 -2.29579
30 H -1.43835 0.31420 -4.28597
31 H -0.41025 -0.67363 -1.95685
32 C 3.80138 -2.34256 -3.70705
33 C 3.80843 -1.69491 -2.32494
34 O 2.56131 -1.01090 -2.22697
35 S 1.43773 -1.83341 -3.07636
36 O 0.69606 -2.66595 -2.15553
37 O 0.80297 -0.92040 -3.99826
38 O 2.46160 -2.78741 -3.91271
39 H 4.04093 -1.61159 -4.48605
40 H 4.49670 -3.18372 -3.77233
41 H 4.64097 -0.99936 -2.19513
42 H 3.84097 -2.45258 -1.53487
43 C 2.93928 1.13046 2.17508
44 C 3.78067 1.78898 1.08506
45 O 5.05191 1.14737 1.15615
46 S 4.83938 -0.39846 1.63117
47 O 4.83321 -1.23596 0.45232
48 O 5.69267 -0.64808 2.76959
49 O 3.30334 -0.24878 2.15660
50 H 3.18642 1.53477 3.16200
51 H 1.86708 1.24426 1.99425
52 H 3.88386 2.86666 1.23252
53 H 3.36025 1.59636 0.09235
54 C 5.26630 -0.71206 6.32608
55 C 5.27335 -0.06441 7.70818
56 O 4.02623 0.61960 7.80615
57 S 2.90265 -0.20292 6.95676
58 O 2.16098 -1.03546 7.87759
59 O 2.26790 0.71010 6.03487
60 O 3.92653 -1.15691 6.12041
61 H 5.50586 0.01890 5.54707
62 H 5.96162 -1.55322 6.26080
63 H 6.10590 0.63114 7.83800
64 H 5.30589 -0.82208 8.49826

- HOMO-LUMO gap: 0.2698 hartree
- E_tot: -104633.0455 eV
- Max |F|: 10.607 eV/A
- Total charge: +1

=====

The following is a DFT calculation (the ωB97M-V functional and the def2-TZVPD basis) of C14H24HgN4O5 as an isolated structure.

Cartesian coordinates (Å):
1 O -3.50130 -1.16716 -1.82778
2 H -4.44987 -1.32861 -1.83837
3 Hg -0.06215 -0.19837 -0.08609
4 N 1.50882 1.02516 -1.15486
5 N -0.99439 0.97261 -1.81977
6 O 2.85006 1.20091 -0.78178
7 O -2.32406 1.08097 -2.09721
8 C 1.16236 1.85166 -2.11657
9 C -0.24698 1.89920 -2.41184
10 C 2.21749 2.69460 -2.72484
11 C -0.82537 2.93776 -3.31122
12 H 3.17725 2.16879 -2.70880
13 H 2.33357 3.63224 -2.15905
14 H 1.95304 2.95245 -3.75841
15 H -1.84753 3.20151 -3.01902
16 H -0.85009 2.59386 -4.35707
17 H -0.20540 3.84537 -3.27895
18 H 3.01681 0.56099 -0.06582
19 H -2.74690 0.15763 -2.00574
20 O -0.30040 2.09965 1.47514
21 H 0.45076 2.69815 1.65977
22 H -1.09316 2.66529 1.55177
23 C -2.74419 -2.35854 -2.05311
24 H -2.69463 -2.94370 -1.12640
25 H -1.72904 -2.06276 -2.34424
26 H -3.19742 -2.96477 -2.84446
27 O 1.92553 -2.25897 -0.98846
28 H 2.15916 -2.30224 -1.92996
29 H 2.03288 -3.16937 -0.66773
30 N -2.05006 -1.34395 1.27921
31 C -1.73775 -1.33714 2.63171
32 C -2.69284 -1.25210 3.63845
33 C -2.29300 -1.30677 4.98541
34 C -0.95840 -1.46433 5.32576
35 C 0.05962 -1.43838 4.33233
36 C 1.44574 -1.50057 4.59336
37 C 2.34419 -1.36037 3.54780
38 C 1.87497 -1.16470 2.24627
39 N 0.55769 -1.10013 1.97367
40 C -0.35324 -1.31550 2.96935
41 H -1.56441 -2.02578 0.69325
42 H -3.00771 -1.16617 0.99457
43 H -3.74218 -1.16652 3.35801
44 H -3.05353 -1.23434 5.76168
45 H -0.66569 -1.59702 6.36650
46 H 1.79575 -1.67246 5.61224
47 H 3.42051 -1.38992 3.70581
48 H 2.55220 -1.06672 1.39347

- HOMO-LUMO gap (spin up / spin down): 0.1602 / 0.1938 hartree
- E_tot: -35273.9774 eV
- Max |F|: 2.118 eV/A

=====

Which of these has the highest max |F|? C14H24F6N2O14PS3

=====

Which of these has the highest max |F|? C14H24F6N2O14PS3

=====

Which of these has the highest E_tot? C14H24HgN4O5

=====

Number 2 is which compound? C14H24Cl3N4O2PPb